Entry 1:
Molecular formula: C5H10N2S
Method: DFT, the ωB97M-V functional and the def2-TZVPD basis

```
18
Properties=species:S:1:pos:R:3:forces:R:3
C -0.03833 -1.26896 0.31035 -0.22 -0.79 -0.88
C 1.31240 1.25707 1.13872 2.80 -4.45 1.89
C -2.78011 0.03406 0.39100 2.72 -5.84 -3.56
C 1.60642 0.47155 -0.13701 1.41 -0.19 -1.70
C 0.65544 -0.57357 -0.72135 -1.99 1.82 2.95
N -0.69684 -1.88493 1.03193 0.48 -0.37 0.57
N 0.89015 -1.15574 -1.91159 -0.47 -0.49 1.24
S -1.57095 0.82038 -0.68996 1.11 -0.36 -0.57
H 0.71844 2.06193 1.11071 -2.62 2.62 -0.91
H 0.91319 0.51150 1.83145 -0.24 0.44 0.48
H 2.23957 1.63216 1.62864 -0.22 -0.53 -0.63
H -3.43597 -0.73667 -0.23613 1.00 1.93 1.47
H -3.25309 0.77208 0.84360 -2.44 2.93 2.41
H -2.12047 -0.64619 1.04383 -1.39 1.02 -0.26
H 1.69172 1.32798 -0.81275 0.64 -0.73 -0.98
H 2.54612 -0.24848 -0.15278 -1.12 2.13 0.47
H 0.27589 -1.95009 -2.11169 0.37 0.77 -0.44
H 1.04644 -0.42409 -2.55697 0.17 0.09 -1.55
```
Forces are in eV/Å.

Calculated values
E_HOMO (spin up / spin down), eV: -7.980 / -7.981
LUMO level (spin up / spin down), eV: -0.52 / -0.52
Frontier orbital gap (spin up / spin down), eV: 7.46 / 7.46


Entry 2:
Molecular formula: C2H6N2O3
Method: DFT, the ωB97M-V functional and the def2-TZVPD basis

```
13
Properties=species:S:1:pos:R:3:forces:R:3
C 1.33277 -0.48068 1.01271 -1.13 -2.43 3.33
N 1.74472 0.36212 0.19069 2.02 -0.89 -2.33
O 1.74845 1.56224 0.16673 -0.46 1.74 0.04
O 2.42608 -0.29266 -0.90592 -0.73 0.43 -0.48
H 1.50945 -1.60075 0.89681 -0.41 2.12 0.02
H 0.87860 0.01472 1.89989 0.40 -0.93 -0.59
H 1.80134 -0.08558 -1.63406 0.43 -0.14 0.21
H -1.70815 -0.32597 -1.61276 -3.36 -1.26 -3.36
N -1.01888 -0.18996 -0.99907 3.82 1.03 2.86
C -1.50674 0.25024 0.07010 -1.85 -0.79 -2.21
O -2.81548 0.33157 0.36129 -2.29 -1.41 -1.10
H -0.99376 0.69324 0.82849 1.83 0.93 2.06
H -3.39840 -0.23852 -0.27490 1.73 1.59 1.53
```
Forces are in eV/Å.

Calculated values
SMILES: C=[N+]([O-])O.[H]/N=C\O
E_HOMO, eV: -9.268
LUMO level, eV: 0.46
Frontier orbital gap, eV: 9.73


Entry 3:
Molecular formula: C4H8O2
Method: DFT, the ωB97M-V functional and the def2-TZVPD basis

```
14
Properties=species:S:1:pos:R:3:forces:R:3
C -1.10344 -0.92164 0.74926 -0.09 0.01 0.08
C 0.32845 -0.49059 0.99517 -0.10 -0.20 -0.20
C 1.07603 -0.20786 -0.24402 0.20 0.06 0.14
O 0.57015 -0.50483 -1.54022 -0.13 -0.25 0.01
C 0.59183 1.18960 0.18340 0.21 0.15 0.09
O -0.31876 1.74703 -0.68079 0.02 -0.05 -0.20
H -1.70881 -0.83671 1.65555 0.10 -0.02 -0.13
H -1.63741 -0.41893 -0.07126 0.10 -0.08 0.11
H -1.05237 -1.99545 0.51287 0.02 0.13 0.02
H 0.11113 0.94313 1.23461 -0.01 0.06 0.05
H 2.15417 -0.36594 -0.24151 -0.18 0.03 0.01
H -0.06395 -1.22951 -1.46431 0.08 0.11 -0.06
H 1.39310 1.85567 0.51041 -0.13 -0.10 -0.02
H -0.28304 1.18615 -1.48051 -0.08 0.13 0.08
```
Forces are in eV/Å.

Calculated values
E_HOMO, eV: -8.310
LUMO level, eV: 0.67
Frontier orbital gap, eV: 8.98


Entry 4:
Molecular formula: C35H40AsAuF3N2O3SSi2
Method: DFT, the ωB97M-V functional and the def2-TZVPD basis

```
88
Properties=species:S:1:pos:R:3:forces:R:3
Au -9.12597 1.19004 20.77495 1.27 0.16 0.14
O -9.62379 3.65296 20.99996 -0.50 -0.19 0.93
N -8.77542 4.23167 20.25422 0.39 1.19 -0.40
C -8.26280 5.45720 20.68119 0.28 -0.97 -1.58
C -7.38325 6.15027 19.87277 0.16 -0.79 -0.61
C -7.02942 5.59893 18.60487 -0.52 -0.33 0.56
C -7.60060 4.39482 18.19554 0.22 0.13 0.66
C -8.46419 3.64478 19.03066 1.11 2.91 0.72
S -9.17198 2.20853 18.58262 -0.82 -1.66 -0.61
H -8.63332 5.79191 21.63656 0.00 -0.19 0.02
H -6.93743 7.07170 20.23198 -0.13 -0.08 -0.09
H -6.29192 6.07420 17.96005 -0.26 0.07 0.18
H -7.36915 3.94229 17.23600 0.09 0.18 0.10
C -8.27045 -3.96125 17.69290 0.72 -0.16 0.23
Si -8.73528 -3.09327 19.34530 -0.73 -1.22 -0.42
C -10.58078 -2.64248 19.08129 0.21 0.13 0.43
C -8.60601 -4.48824 20.69393 0.05 0.38 -0.13
As -7.42567 -1.25575 20.07431 0.09 -0.42 -0.06
Si -5.83861 -1.22281 18.32754 1.04 0.36 -0.52
C -6.54232 -1.01907 16.57658 -0.06 0.12 -0.31
C -4.73641 0.30151 18.64655 0.03 0.08 0.09
C -4.64769 -2.71984 18.37197 -0.05 -0.84 0.41
H -8.82471 -4.91863 17.60066 0.15 0.53 0.08
H -7.18197 -4.21678 17.66217 -0.81 0.18 -0.07
H -8.49878 -3.32589 16.82318 0.02 -0.26 0.29
H -11.25307 -3.51874 19.21215 0.48 0.40 -0.07
H -10.72461 -2.25085 18.05686 0.05 -0.04 0.50
H -10.85905 -1.87148 19.82686 -0.09 -0.30 -0.51
H -9.33524 -5.30590 20.52005 0.20 0.53 0.03
H -8.77985 -4.04529 21.69712 0.14 -0.37 -0.47
H -7.60467 -4.96169 20.67326 -0.37 0.36 0.11
H -7.33520 -0.25066 16.56226 0.21 -0.29 0.10
H -6.96330 -1.95626 16.17547 0.18 0.38 0.14
H -5.75742 -0.65957 15.87472 -0.30 -0.30 0.45
H -5.41490 1.17193 18.70997 0.36 -0.14 0.08
H -3.96238 0.50722 17.86728 -0.63 -0.29 0.39
H -4.19582 0.20107 19.61028 -0.36 0.10 -0.42
H -5.15776 -3.65183 18.02304 0.41 0.65 0.24
H -4.28633 -2.93094 19.41577 -0.34 0.28 -0.86
H -3.74249 -2.58460 17.74004 -0.59 0.13 0.28
C -0.83540 3.37008 18.13184 0.78 0.00 -0.03
C -1.34549 2.68706 19.37540 0.01 -0.61 -0.04
C -0.49666 1.73300 19.94670 -0.23 -0.21 0.58
C -0.90006 1.03125 21.09383 0.21 0.18 -0.21
C -2.14908 1.28351 21.65149 0.38 -0.68 0.38
C -3.01601 2.20102 21.07842 0.56 0.34 -0.14
N -4.26933 2.36375 21.66830 -0.82 0.68 -1.22
C -4.58422 2.29688 22.99871 0.09 -0.22 1.25
C -3.66367 2.65860 23.99826 0.63 -0.08 0.00
C -3.92631 2.48339 25.35399 -0.27 0.17 -0.36
C -5.19479 2.03081 25.76144 0.41 -0.06 0.31
C -6.13649 1.68621 24.80737 -0.03 0.15 -0.71
C -5.84421 1.84046 23.44208 -0.17 -0.25 -0.51
C -6.88442 1.51523 22.40565 -0.74 -0.31 0.61
O -7.91384 0.86621 22.75072 0.21 0.24 0.08
O -6.74396 1.93499 21.22629 -0.33 0.19 -0.50
C -2.61400 2.92207 19.91765 -0.46 -0.26 0.60
C -3.54175 3.94780 19.31959 0.08 0.19 0.16
H 0.19366 2.96945 17.95706 -0.79 0.47 -0.13
H -0.74451 4.45909 18.27064 -0.11 -0.27 -0.14
H -1.44065 3.17400 17.23530 0.06 0.09 0.29
H 0.47921 1.55822 19.47807 -0.39 -0.04 0.32
H -0.24273 0.28561 21.55377 -0.23 0.28 -0.22
H -2.51109 0.73929 22.54335 0.43 0.27 -0.62
H -5.12110 2.30920 21.07261 0.58 0.06 0.34
H -2.70200 3.05052 23.65075 -0.24 -0.19 0.33
H -3.13146 2.70806 26.08204 -0.56 0.00 -0.32
H -5.42675 1.95248 26.82221 0.07 -0.12 -0.21
H -7.12326 1.26932 25.04375 0.45 0.33 0.04
H -4.18937 4.37253 20.10622 0.07 -0.27 -0.43
H -4.16287 3.55133 18.49412 0.18 0.12 0.43
H -2.92835 4.76333 18.92649 -0.21 0.02 -0.14
F -15.29953 -3.71260 26.00643 0.12 0.06 -0.14
C -13.95834 -3.86545 25.90375 -0.11 -0.55 0.62
F -13.74126 -5.19491 25.71744 -0.03 0.48 0.06
F -13.48008 -3.57959 27.15469 -0.04 -0.05 -0.60
C -13.35272 -3.02420 24.83258 -0.06 -0.31 -0.19
C -13.69039 -1.67515 24.77177 0.03 0.07 0.41
C -13.05417 -0.86646 23.84998 -0.51 0.14 -0.38
C -12.14583 -1.40803 22.93175 0.06 -0.04 0.60
C -11.88778 -2.78420 22.96489 0.34 0.16 -0.64
C -12.47384 -3.59152 23.89778 -0.36 -0.98 1.07
C -11.38773 -0.55194 22.10031 0.15 0.25 -0.41
C -10.62337 0.17575 21.50462 -0.86 -0.59 0.11
H -14.41400 -1.24674 25.48136 0.39 -0.28 -0.37
H -13.30960 0.18915 23.77022 0.21 -0.21 0.14
H -11.19712 -3.20955 22.24527 0.01 0.11 0.04
H -12.23136 -4.68012 23.96040 -0.27 1.14 -0.13
```
Forces are in eV/Å.

Calculated values
2S+1: 3
E_HOMO (spin up / spin down), eV: -5.133 / -5.150
Net charge: -1
LUMO level (spin up / spin down), eV: 2.44 / 1.01
Frontier orbital gap (spin up / spin down), eV: 7.57 / 6.16


Calculated maximum force in order - 7.4 4.9 0.3 3.2 eV/A
Calculated energy relative to the best compared isomer or geometry (same formula, charge and spin) in order - 84.2 141.8 110.0 0.0 kcal per mole